The following is a quantum chemistry calculation of the molecule C4H11NOS in a non-equilibrium geometry, from the Open Molecules 2025 dataset.

Geometry as XYZ:
```
18
Properties=species:S:1:pos:R:3
S 0.616 0.639 0.515
O 1.645 -0.249 1.100
N 1.132 1.922 -0.151
C -0.340 -0.237 -0.710
C -1.035 -1.471 -0.187
C 0.600 -0.549 -1.876
C -0.462 1.116 1.959
H -1.921 -1.791 -0.913
H -1.446 -1.043 0.736
H 2.060 2.129 -0.054
H 1.500 -1.105 -1.267
H -0.818 0.099 2.457
H -1.431 1.615 1.693
H 0.060 -1.332 -2.397
H 0.813 0.311 -2.536
H -0.977 0.650 -1.049
H 0.248 1.567 2.591
H -0.244 -2.272 0.088
```

Results
SMILES = CC(C)[S@](C)(=N)=O
Frontier orbital gap = 0.3666 hartree
Energy relative to the best compared isomer or geometry (same formula, charge and spin) = 3.599 eV
E_HOMO = -9.18 eV
Strongest force on any atom = 4.58 eV/Å

Atomic partial charges in e from the natural (NBO) method, atoms 1 to 6: S 1.994; O -0.972; N -1.212; C -0.462; C -0.636; C -0.622

The following is a quantum chemistry calculation of an isolated ion of composition C4H11NP and charge +1 in a non-equilibrium geometry, from the Open Molecules 2025 dataset.

Geometry as XYZ:
```
17
Properties=species:S:1:pos:R:3
P 1.440 0.787 0.042
N -1.363 0.155 -0.429
C 0.018 -0.316 -0.346
C 1.068 0.219 -1.652
C -1.809 1.277 0.482
C 2.676 -0.297 0.877
H -1.542 0.155 -1.424
H -1.630 0.815 1.504
H 0.349 0.762 -2.218
H -1.291 2.177 0.315
H 2.994 0.319 1.616
H 3.572 -0.633 0.264
H 0.155 -1.314 -0.166
H 1.504 -0.630 -2.182
H -1.942 -0.539 0.051
H -2.800 1.563 0.496
H 2.276 -1.221 1.254
```

Results
SMILES = C[NH2+][C@H]1CP1C
Frontier orbital gap = 0.3597 hartree
Energy relative to the best compared isomer or geometry (same formula, charge and spin) = 2.330 eV
Total charge = +1
E_HOMO = -13.13 eV
Strongest force on any atom = 4.63 eV/Å

Atomic partial charges in e from the natural (NBO) method, atoms 1 to 6: P 0.817; N -0.514; C -0.388; C -0.657; C -0.416; C -0.927

The following is a quantum chemistry calculation of the molecule C4H11NS in a non-equilibrium geometry, from the Open Molecules 2025 dataset.

Geometry as XYZ:
```
17
Properties=species:S:1:pos:R:3
S 2.850 0.435 1.084
N -1.001 -0.622 0.316
C 1.349 -0.556 0.837
C -2.224 0.132 0.502
C 0.448 0.333 -1.395
C 0.219 0.158 0.126
H -2.552 0.662 -0.405
H 1.031 -0.749 1.857
H -1.121 -1.288 -0.434
H 0.052 1.151 0.530
H 3.241 0.502 -0.193
H 1.358 0.845 -1.696
H -3.017 -0.571 0.768
H -0.415 0.881 -1.760
H 0.448 -0.672 -1.821
H -2.210 0.880 1.297
H 1.544 -1.521 0.389
```

Results
SMILES = CN[C@H](C)CS
Frontier orbital gap = 0.3558 hartree
Energy relative to the best compared isomer or geometry (same formula, charge and spin) = 0.414 eV
E_HOMO = -8.72 eV
Strongest force on any atom = 1.21 eV/Å

Atomic partial charges in e from the natural (NBO) method, atoms 1 to 6: S -0.043; N -0.633; C -0.512; C -0.410; C -0.622; C -0.063

Which of these has the highest E_HOMO?
C4H11NS